[1]
{"formula": "C22H36BBaBr18O8", "method": "ωB97M-V/def2-TZVPD", "species": ["Ba", "O", "C", "O", "B", "O", "C", "O", "O", "C", "O", "C", "O", "O", "Br", "C", "C", "Br", "H", "H", "H", "H", "Br", "C", "C", "Br", "H", "H", "H", "H", "Br", "C", "C", "Br", "H", "H", "H", "H", "Br", "C", "C", "Br", "H", "H", "H", "H", "Br", "C", "C", "Br", "H", "H", "H", "H", "Br", "C", "C", "Br", "H", "H", "H", "H", "Br", "C", "C", "Br", "H", "H", "H", "H", "Br", "C", "C", "Br", "H", "H", "H", "H", "Br", "C", "C", "Br", "H", "H", "H", "H"], "coordinates": [[9.30, -11.89, -5.01], [13.75, -4.55, -7.96], [12.81, -5.23, -7.80], [12.66, -6.15, -6.89], [11.33, -6.72, -7.03], [10.63, -5.92, -8.02], [11.51, -5.14, -8.63], [11.31, -4.48, -9.54], [10.63, -6.67, -5.71], [10.29, -7.90, -5.38], [9.79, -8.35, -4.35], [10.71, -8.81, -6.53], [11.36, -8.15, -7.40], [10.45, -9.94, -6.57], [9.06, -10.11, -1.88], [10.89, -9.36, -1.68], [11.92, -10.40, -1.95], [12.14, -10.71, -3.87], [10.87, -9.04, -0.64], [10.88, -8.47, -2.30], [11.70, -11.35, -1.49], [12.89, -10.09, -1.57], [15.64, -7.67, -8.26], [15.19, -9.54, -8.26], [14.15, -9.82, -9.30], [13.47, -11.62, -9.07], [14.79, -9.82, -7.28], [16.09, -10.13, -8.38], [14.55, -9.65, -10.30], [13.29, -9.16, -9.23], [11.30, -4.79, -0.66], [10.05, -4.04, -1.93], [9.44, -5.14, -2.70], [8.19, -6.07, -1.54], [10.61, -3.38, -2.58], [9.31, -3.47, -1.38], [10.22, -5.81, -3.05], [8.88, -4.87, -3.59], [14.80, -3.84, -3.36], [14.38, -5.32, -4.55], [15.06, -6.58, -4.26], [14.68, -7.12, -2.42], [14.72, -4.95, -5.52], [13.31, -5.42, -4.55], [16.14, -6.52, -4.37], [14.75, -7.36, -4.95], [10.79, -3.06, -5.63], [12.40, -1.92, -5.70], [12.86, -1.63, -7.11], [12.45, 0.17, -7.72], [13.09, -2.58, -5.18], [12.23, -1.07, -5.07], [12.39, -2.27, -7.85], [13.93, -1.77, -7.21], [8.63, -4.82, -11.34], [9.32, -3.18, -10.51], [9.28, -2.11, -11.55], [10.19, -0.52, -10.89], [10.30, -3.42, -10.15], [8.63, -2.98, -9.70], [8.33, -1.80, -11.94], [9.85, -2.43, -12.43], [7.29, -8.26, -7.09], [7.21, -6.79, -8.40], [6.37, -7.14, -9.58], [4.48, -6.83, -9.22], [8.26, -6.69, -8.71], [6.98, -5.89, -7.85], [6.49, -8.17, -9.89], [6.65, -6.53, -10.44], [8.70, -9.78, -11.73], [9.78, -11.18, -10.92], [9.90, -10.95, -9.46], [8.16, -11.21, -8.63], [10.72, -11.22, -11.46], [9.24, -12.10, -11.14], [10.21, -9.94, -9.28], [10.53, -11.69, -9.00], [15.36, -6.66, -12.46], [13.72, -5.91, -11.74], [12.47, -6.42, -12.44], [11.95, -8.15, -11.71], [13.83, -4.83, -11.67], [13.75, -6.25, -10.71], [12.71, -6.60, -13.49], [11.62, -5.75, -12.40]], "lowdin_charge": [1.610, 0.176, -0.457, 0.207, -0.933, 0.238, -0.403, 0.139, 0.230, -0.393, -0.007, -0.537, 0.287, -0.138, 0.596, -0.582, -0.611, 0.651, 0.079, 0.043, 0.060, 0.072, 0.735, -0.717, -0.723, 0.683, 0.045, 0.062, 0.059, -0.004, 0.617, -0.706, -0.743, 0.635, 0.027, 0.054, 0.028, 0.055, 0.662, -0.724, -0.670, 0.598, 0.054, 0.043, 0.070, 0.049, 0.722, -0.611, -0.688, 0.633, -0.027, 0.053, 0.018, 0.063, 0.711, -0.645, -0.713, 0.632, -0.015, 0.067, 0.052, 0.049, 0.663, -0.636, -0.724, 0.638, 0.035, 0.065, 0.025, -0.007, 0.630, -0.682, -0.697, 0.604, 0.057, 0.054, 0.041, 0.005, 0.631, -0.698, -0.633, 0.661, 0.069, 0.001, 0.049, 0.034], "relative_energy_kj_mol": 0.0, "largest_force_ha_per_bohr": 0.1095, "total_charge": 1, "e_tot_ha": -47844.4794, "orbital_gap_ev": 6.51, "e_lumo_ev": -4.721}

[2]
{"formula": "C22H36BF2N3O13S2", "method": "ωB97M-V/def2-TZVPD", "species": ["C", "C", "O", "N", "C", "C", "C", "C", "C", "C", "N", "C", "S", "O", "S", "O", "O", "O", "C", "C", "C", "C", "C", "C", "N", "C", "B", "O", "O", "H", "H", "H", "H", "H", "H", "H", "H", "H", "H", "H", "H", "H", "H", "H", "H", "H", "H", "H", "H", "H", "H", "H", "H", "H", "H", "H", "H", "H", "H", "O", "C", "O", "C", "C", "F", "O", "H", "H", "H", "O", "C", "O", "C", "C", "F", "O", "H", "H", "H"], "coordinates": [[-3.57, 2.60, 1.55], [-2.51, 2.14, 0.55], [-2.39, 0.98, 0.31], [-1.78, 3.17, -0.06], [-1.36, 2.83, -1.42], [-0.69, 3.70, 0.78], [0.71, 3.06, 0.55], [1.51, 3.02, 1.89], [2.35, 1.73, 2.09], [1.53, 0.43, 2.30], [0.09, 0.48, 2.12], [-0.54, 0.85, 3.05], [-1.31, 1.68, 4.13], [1.96, -0.39, 1.12], [3.37, -1.08, 1.49], [3.50, -2.38, 0.95], [4.49, -0.29, 1.11], [3.31, -1.02, 3.12], [1.97, -0.52, 3.45], [1.09, -1.80, 3.50], [1.84, -3.08, 3.87], [0.92, -4.27, 4.25], [-0.50, -4.22, 3.67], [-0.55, -4.68, 2.19], [-1.74, -4.11, 1.50], [2.20, 0.26, 4.76], [2.06, -0.60, 6.10], [3.08, -0.53, 7.03], [0.99, -1.36, 6.44], [-3.64, 1.92, 2.40], [-4.54, 2.58, 1.04], [-3.41, 3.63, 1.85], [-0.71, 1.96, -1.50], [-0.97, 3.71, -1.94], [-2.27, 2.57, -1.97], [-0.59, 4.78, 0.64], [-1.01, 3.59, 1.82], [1.27, 3.68, -0.15], [0.64, 2.03, 0.20], [0.88, 3.15, 2.78], [2.21, 3.86, 1.88], [3.05, 1.92, 2.91], [2.96, 1.63, 1.19], [0.25, -1.61, 4.17], [0.64, -1.97, 2.52], [2.53, -2.93, 4.71], [2.47, -3.40, 3.04], [1.39, -5.17, 3.84], [0.86, -4.45, 5.33], [-1.09, -4.98, 4.21], [-1.03, -3.28, 3.82], [0.36, -4.42, 1.65], [-0.72, -5.76, 2.21], [-1.98, -4.77, 0.76], [-1.45, -3.27, 1.01], [1.53, 1.12, 4.86], [3.21, 0.66, 4.72], [3.61, 0.27, 6.90], [0.86, -1.36, 7.40], [0.76, 4.40, -4.16], [0.23, 3.56, -4.80], [-1.10, 3.27, -4.75], [-1.36, 2.29, -5.76], [-0.01, 1.66, -5.95], [0.17, 1.25, -7.23], [0.87, 2.74, -5.69], [-1.72, 2.79, -6.66], [-2.11, 1.58, -5.43], [0.21, 0.83, -5.27], [-2.82, -0.11, -6.82], [-2.51, -0.82, -7.72], [-1.28, -1.37, -7.88], [-1.35, -2.26, -8.99], [-2.53, -1.71, -9.76], [-3.20, -2.69, -10.41], [-3.35, -1.19, -8.73], [-1.53, -3.27, -8.64], [-0.43, -2.24, -9.57], [-2.28, -0.92, -10.47]], "lowdin_charge": [-0.015, -0.537, 0.104, -0.118, -0.072, -0.160, -0.149, -0.167, -0.081, -0.348, 0.186, -0.724, 0.830, -0.152, 0.621, -0.213, -0.233, -0.137, -0.373, -0.121, -0.163, -0.179, -0.212, -0.275, -0.014, 0.022, -0.648, 0.165, 0.175, 0.047, 0.089, 0.078, 0.086, 0.088, 0.094, 0.124, 0.085, 0.116, 0.096, 0.081, 0.115, 0.123, 0.118, 0.113, 0.123, 0.117, 0.098, 0.109, 0.105, 0.105, 0.098, 0.109, 0.108, 0.055, 0.058, 0.109, 0.119, 0.103, 0.124, 0.172, -0.551, 0.061, -0.061, -0.312, 0.072, 0.135, 0.149, 0.118, 0.179, 0.172, -0.531, 0.069, -0.049, -0.314, 0.079, 0.142, 0.147, 0.143, 0.176], "largest_force_ha_per_bohr": 0.0648, "total_charge": 0, "e_tot_ha": -3023.3172, "orbital_gap_ev": 8.90, "e_lumo_ev": -0.111}

[3]
{"formula": "C22H36BKN6OS", "method": "ωB97M-V/def2-TZVPD", "species": ["K", "C", "C", "C", "C", "C", "C", "N", "N", "B", "N", "C", "C", "C", "N", "C", "C", "C", "N", "C", "C", "C", "N", "C", "C", "C", "H", "H", "H", "H", "H", "H", "H", "H", "H", "H", "H", "H", "H", "H", "H", "H", "H", "H", "H", "H", "H", "H", "H", "H", "H", "H", "H", "H", "O", "S", "C", "C", "C", "C", "H", "H", "H", "H", "H", "H", "H", "H"], "coordinates": [[-0.17, -0.01, -0.01], [2.05, -2.02, -1.92], [3.46, -1.55, -1.56], [4.19, -1.06, -2.81], [3.45, -0.49, -0.50], [4.57, 0.09, 0.09], [4.05, 0.99, 0.99], [2.71, 0.93, 0.92], [2.34, 0.03, 0.01], [1.79, 1.79, 1.79], [0.94, 2.73, 0.92], [0.99, 4.07, 1.00], [0.10, 4.60, 0.11], [-0.48, 3.48, -0.50], [0.05, 2.37, 0.00], [-1.54, 3.43, -1.56], [-1.06, 4.10, -2.84], [-2.83, 4.09, -1.06], [0.93, 0.92, 2.73], [0.99, 1.00, 4.06], [0.10, 0.10, 4.60], [-0.48, -0.51, 3.48], [0.04, 0.00, 2.37], [-1.54, -1.58, 3.50], [-2.80, -1.06, 4.20], [-1.91, -2.07, 2.10], [2.11, -2.81, -2.67], [1.48, -1.19, -2.33], [1.54, -2.40, -1.04], [4.02, -2.41, -1.16], [3.68, -0.19, -3.22], [4.22, -1.84, -3.57], [5.21, -0.77, -2.57], [5.61, -0.11, -0.10], [4.55, 1.66, 1.67], [2.48, 2.48, 2.48], [1.66, 4.56, 1.68], [-0.10, 5.63, -0.08], [-1.74, 2.37, -1.76], [-0.83, 5.15, -2.65], [-1.82, 4.05, -3.61], [-0.16, 3.62, -3.21], [-2.64, 5.13, -0.83], [-3.19, 3.59, -0.17], [-3.60, 4.04, -1.82], [1.66, 1.68, 4.56], [-0.10, -0.09, 5.63], [-1.15, -2.42, 4.08], [-3.19, -0.20, 3.66], [-2.58, -0.76, 5.22], [-3.56, -1.83, 4.22], [-2.32, -1.24, 1.53], [-2.65, -2.86, 2.18], [-1.03, -2.45, 1.58], [-2.35, 0.07, -0.23], [-3.36, 0.31, -1.27], [-3.68, -1.38, -1.95], [-5.17, -1.63, -1.82], [-5.56, -1.08, -0.45], [-5.00, 0.33, -0.41], [-3.09, -2.04, -1.31], [-3.32, -1.42, -2.97], [-5.41, -2.69, -1.90], [-5.70, -1.09, -2.60], [-5.13, -1.68, 0.34], [-6.64, -1.07, -0.32], [-4.84, 0.71, 0.60], [-5.62, 1.03, -0.97]], "lowdin_charge": [0.813, -0.084, -0.370, -0.068, -0.289, -0.020, -0.074, -0.034, 0.024, -0.537, -0.031, -0.070, -0.014, -0.293, 0.006, -0.384, -0.061, -0.064, -0.029, -0.073, -0.019, -0.282, 0.006, -0.361, -0.066, -0.083, 0.078, 0.071, 0.070, 0.141, 0.085, 0.073, 0.070, 0.096, 0.112, 0.116, 0.112, 0.097, 0.080, 0.077, 0.074, 0.081, 0.078, 0.077, 0.073, 0.112, 0.097, 0.140, 0.083, 0.071, 0.073, 0.037, 0.079, 0.077, -0.722, 0.960, -0.287, -0.241, -0.234, -0.287, 0.099, 0.088, 0.117, 0.115, 0.116, 0.116, 0.097, 0.088], "largest_force_ha_per_bohr": 0.0485, "total_charge": 0, "e_tot_ha": -2286.7443, "orbital_gap_ev": 8.12, "e_lumo_ev": 0.031}